{
  "formula": "C45H103AsF15O39S11",
  "method": "ωB97M-V/def2-TZVPD",
  "gap_ev": 10.430,
  "e_tot_ev": -348973.6653,
  "multiplicity": 1,
  "total_charge": -1,
  "e_homo_ev": -9.18,
  "symbols": ["As", "F", "F", "F", "F", "F", "F", "O", "S", "O", "O", "C", "C", "C", "H", "H", "H", "H", "H", "H", "H", "H", "O", "S", "O", "O", "C", "C", "C", "H", "H", "H", "H", "H", "H", "H", "H", "O", "S", "O", "O", "C", "C", "C", "H", "H", "H", "H", "H", "H", "H", "H", "O", "S", "O", "O", "C", "C", "C", "H", "H", "H", "H", "H", "H", "H", "H", "O", "S", "O", "O", "C", "C", "C", "H", "H", "H", "H", "H", "H", "H", "H", "O", "S", "O", "O", "C", "C", "C", "H", "H", "H", "H", "H", "H", "H", "H", "O", "S", "O", "O", "C", "C", "C", "H", "H", "H", "H", "H", "H", "H", "H", "O", "S", "O", "O", "C", "C", "C", "H", "H", "H", "H", "H", "H", "H", "H", "O", "S", "O", "O", "C", "C", "C", "H", "H", "H", "H", "H", "H", "H", "H", "O", "S", "O", "O", "C", "C", "C", "H", "H", "H", "H", "H", "H", "H", "H", "O", "S", "O", "O", "C", "C", "C", "H", "H", "H", "H", "H", "H", "H", "H", "C", "C", "O", "C", "O", "C", "F", "F", "F", "H", "H", "H", "H", "H", "C", "C", "O", "C", "O", "C", "F", "F", "F", "H", "H", "H", "H", "H", "C", "C", "O", "C", "O", "C", "F", "F", "F", "H", "H", "H", "H", "H"],
  "positions_angstrom": [[0.23659, -0.86586, -0.72760], [-0.48893, -0.99085, 0.94887], [-0.48007, -2.42501, -1.26176], [0.87042, -0.57783, -2.35769], [0.97923, 0.77804, -0.32429], [1.67498, -1.82168, -0.25803], [-1.17145, 0.09406, -1.30273], [-2.77249, -4.76929, 3.89609], [-1.79767, -3.91217, 3.21404], [-1.09963, -2.79640, 3.80585], [-0.62828, -4.99695, 2.56891], [0.55085, -4.50360, 1.79694], [0.79351, -5.40066, 0.61730], [-2.56435, -3.33311, 1.61495], [1.42352, -4.28279, 2.41158], [0.31094, -3.51750, 1.39925], [1.27705, -4.85001, -0.18959], [-0.17624, -5.73683, 0.25033], [1.49061, -6.19669, 0.87899], [-3.14656, -4.19853, 1.29844], [-1.80707, -3.12143, 0.86009], [-3.10978, -2.41528, 1.83443], [1.25339, -3.48574, -6.96976], [1.05575, -3.36114, -5.49784], [0.33123, -4.37331, -4.68306], [2.54021, -3.08806, -4.71606], [2.52091, -3.04415, -3.28754], [3.53941, -2.01185, -2.92814], [0.29897, -1.72818, -5.16385], [2.73440, -4.07020, -2.98797], [1.49785, -2.88667, -2.94599], [4.48006, -2.35128, -3.36179], [3.66044, -1.84914, -1.85716], [3.40524, -1.04817, -3.41948], [-0.36776, -1.39809, -5.96048], [1.10708, -0.99796, -5.20679], [-0.12773, -1.77946, -4.16216], [1.62579, -6.77097, 6.48590], [1.11943, -5.76634, 7.40629], [1.34130, -5.98631, 8.83861], [1.69217, -4.28119, 7.01841], [1.51172, -3.82162, 5.66263], [2.88901, -3.29637, 5.08750], [-0.70924, -5.41217, 7.24040], [0.64711, -3.21592, 5.93406], [1.14578, -4.60776, 5.00220], [2.71434, -2.88340, 4.09400], [3.62971, -4.07920, 4.92428], [3.27306, -2.45735, 5.66771], [-1.05111, -4.49566, 7.72126], [-1.27486, -6.27599, 7.58969], [-0.88195, -5.36083, 6.16540], [9.35965, -3.95143, 1.65008], [9.57720, -3.32996, 0.36579], [10.57709, -3.83782, -0.60076], [8.09522, -3.40433, -0.39963], [7.01260, -3.07200, 0.45312], [5.80680, -3.38042, -0.43281], [9.84954, -1.42942, 0.49306], [7.04908, -2.02128, 0.74081], [6.95329, -3.74263, 1.31034], [5.86532, -2.88758, -1.40326], [4.87632, -3.32688, 0.13238], [5.81992, -4.44283, -0.67617], [9.14230, -0.99576, 1.20005], [9.84600, -0.93411, -0.47790], [10.78594, -1.25585, 1.02326], [-3.70488, -1.52873, -5.30701], [-4.20013, -0.55955, -4.34295], [-5.42095, 0.23069, -4.50210], [-4.24337, -1.34720, -2.90900], [-4.98633, -0.77453, -1.85845], [-4.44459, -1.21392, -0.53035], [-2.80007, 0.51491, -3.78019], [-6.02130, -1.05795, -2.04980], [-5.05165, 0.31004, -1.94524], [-3.53520, -0.71447, -0.19619], [-4.17660, -2.27044, -0.52537], [-5.10575, -0.98150, 0.30449], [-1.91581, -0.11375, -3.67542], [-3.14613, 1.06171, -2.90305], [-2.63375, 1.23823, -4.57847], [7.61553, 1.07541, 0.09188], [7.73172, 2.04425, -1.02505], [8.95955, 2.17814, -1.76141], [6.53389, 1.67523, -2.14679], [6.38574, 2.32597, -3.37641], [5.35824, 1.48054, -4.20505], [7.10992, 3.66774, -0.44522], [7.33815, 2.45996, -3.88931], [6.06972, 3.33535, -3.11300], [4.42059, 1.28297, -3.68555], [5.90107, 0.55586, -4.40103], [5.26674, 2.00484, -5.15628], [6.80433, 4.27983, -1.29378], [7.91165, 4.17571, 0.09079], [6.28201, 3.59931, 0.26046], [-2.28077, 3.96187, -2.33240], [-2.55270, 4.89588, -1.20006], [-3.76090, 5.73553, -1.19346], [-2.56968, 4.02900, 0.19127], [-1.74101, 2.83988, 0.33563], [-1.44589, 2.45949, 1.76511], [-1.08353, 5.99378, -0.88983], [-0.82963, 3.01896, -0.23483], [-2.18669, 1.96017, -0.12865], [-2.38690, 2.17672, 2.23696], [-0.88678, 3.20905, 2.32516], [-0.86690, 1.53910, 1.68923], [-0.22096, 5.33392, -0.79689], [-1.20891, 6.44090, 0.09631], [-1.05071, 6.74780, -1.67626], [0.65018, 1.38079, -7.02673], [0.82362, 2.80182, -6.77060], [-0.28058, 3.72983, -6.81689], [1.43346, 2.84376, -5.22607], [0.46715, 2.55936, -4.22451], [1.17754, 2.71421, -2.84099], [2.34329, 3.48982, -7.62668], [0.29598, 1.48373, -4.26732], [-0.51135, 3.03732, -4.27128], [1.47775, 3.71470, -2.52955], [2.05030, 2.06128, -2.83286], [0.51397, 2.44973, -2.01769], [3.21878, 2.86491, -7.45031], [2.54830, 4.50820, -7.29657], [2.17193, 3.50503, -8.70301], [-5.42866, -7.36219, -3.99475], [-4.06092, -6.86752, -4.26967], [-3.53716, -6.76166, -5.64135], [-3.98074, -5.48061, -3.40027], [-2.74548, -4.72852, -3.26147], [-2.26773, -4.75222, -1.83927], [-2.73037, -7.86421, -3.40178], [-3.04172, -3.71690, -3.53890], [-2.04698, -5.03502, -4.04008], [-2.54217, -5.68395, -1.34463], [-2.70804, -3.92741, -1.27899], [-1.17944, -4.69228, -1.85062], [-3.10658, -8.38859, -2.52337], [-1.89258, -7.19027, -3.22284], [-2.42495, -8.67191, -4.06694], [-9.01889, 6.08083, -1.93273], [-8.20949, 6.18447, -3.16772], [-7.79785, 7.51728, -3.63981], [-6.80158, 5.30270, -2.86374], [-6.97675, 4.11506, -2.14881], [-6.01738, 2.94519, -2.51231], [-8.90072, 5.25771, -4.61913], [-7.99895, 3.73838, -2.18519], [-6.86830, 4.18144, -1.06626], [-5.84883, 2.93720, -3.58917], [-6.41278, 1.97989, -2.19613], [-5.04324, 3.04815, -2.03423], [-9.53528, 5.92492, -5.20244], [-9.62879, 4.47630, -4.40136], [-8.15337, 4.88858, -5.32149], [4.64655, 1.98676, 2.06987], [4.88520, 0.53605, 2.12499], [6.04239, -0.11037, 2.64713], [3.54396, -0.22269, 2.87341], [2.33995, 0.43704, 2.88517], [1.25785, -0.43336, 3.47097], [4.51856, -0.20012, 0.46353], [1.98261, 0.78044, 1.91435], [2.55184, 1.30171, 3.51410], [1.55277, -0.75154, 4.47092], [1.27718, -1.37071, 2.91499], [0.27556, 0.03909, 3.47066], [3.74151, 0.39357, -0.01796], [4.20516, -1.22393, 0.66768], [5.48364, -0.19995, -0.04315], [5.49143, 7.33853, 2.96388], [5.68821, 5.84066, 2.46161], [4.51735, 5.05101, 2.38921], [3.90007, 4.87958, 1.23837], [4.34441, 5.35507, 0.16212], [2.64292, 4.00021, 1.21111], [2.71879, 3.05389, 0.28964], [2.30857, 3.47462, 2.42329], [1.66377, 4.79671, 0.82138], [5.10972, 7.30522, 3.98432], [4.73716, 7.71530, 2.27307], [6.37232, 7.95654, 2.79005], [6.36710, 5.36403, 3.16874], [6.31830, 5.75538, 1.57629], [-1.26930, 1.86275, 6.57407], [-1.32061, 0.36470, 6.21895], [-2.69243, 0.13279, 5.82569], [-3.21878, -1.08116, 6.05189], [-2.63237, -1.99995, 6.65653], [-4.64328, -1.29358, 5.48307], [-4.60664, -2.11603, 4.43079], [-5.35287, -2.00745, 6.43260], [-5.26506, -0.16686, 5.20357], [-1.66393, 2.50598, 5.78755], [-0.19990, 2.06412, 6.63676], [-1.71540, 2.18169, 7.51607], [-0.98167, -0.25826, 7.04669], [-0.70771, 0.33595, 5.31805], [-8.79437, 1.72637, 5.21595], [-8.66385, 2.29011, 3.79155], [-7.34171, 2.12739, 3.27103], [-7.05850, 2.24936, 1.95815], [-7.86353, 2.54663, 1.12959], [-5.59646, 2.06001, 1.54110], [-5.50330, 1.75825, 0.19543], [-4.88035, 3.20351, 1.78251], [-5.07671, 1.08521, 2.22601], [-9.70262, 1.85888, 5.80384], [-7.95941, 2.09156, 5.81392], [-8.69957, 0.65768, 5.02354], [-8.98108, 3.33205, 3.83443], [-9.38132, 1.80158, 3.13225]],
  "forces_ev_per_a": [[-0.32, 1.34, -0.28], [0.98, 0.06, -2.20], [0.35, 1.65, 0.70], [0.00, -0.61, 0.92], [-0.51, -2.26, 0.29], [-1.14, 1.23, -0.07], [0.66, -1.21, 0.94], [2.10, 1.60, -0.77], [0.42, -1.43, -2.51], [-0.53, -0.78, 0.28], [-0.60, 1.13, 0.87], [-1.29, 1.53, 0.04], [0.38, -0.22, 0.17], [0.67, -0.71, 1.13], [-0.13, -0.68, 0.47], [-0.36, 0.17, 0.05], [-0.05, 0.26, 0.04], [0.21, -0.36, -0.02], [-0.45, -0.41, -0.09], [-0.32, 0.35, 0.04], [0.20, 0.01, 0.33], [-0.21, -0.30, 0.04], [0.08, -0.09, 3.92], [-0.26, 0.09, 0.02], [1.55, 1.69, -1.97], [-1.83, -0.55, -2.81], [-1.03, -0.64, -0.06], [0.89, 0.16, 0.01], [0.70, -0.27, -0.31], [0.50, 0.12, 0.48], [0.14, 0.49, 0.19], [0.29, -0.15, 0.29], [-0.12, -0.15, -0.08], [-0.67, -0.02, 0.10], [-0.35, -0.66, 0.14], [0.17, -0.17, 0.25], [-0.12, 0.09, -0.27], [-0.92, 1.38, 0.54], [-0.55, 0.27, 1.79], [0.04, 0.73, -2.20], [0.63, -2.60, 1.30], [0.65, -0.09, -0.08], [-1.81, 0.47, 0.09], [0.95, -0.88, -1.03], [0.38, 1.31, -1.61], [0.06, -0.27, 0.11], [-0.22, 0.05, -0.09], [-0.20, -0.16, 0.58], [0.17, -0.29, 0.20], [0.57, -0.08, 0.13], [0.32, 0.00, 0.22], [-0.12, 0.20, -0.04], [0.71, 0.68, -0.66], [0.44, 0.62, -2.26], [-2.28, 0.99, 2.16], [2.88, 0.22, 0.62], [-1.63, -0.45, -0.68], [0.12, -0.88, 0.30], [-0.11, -1.33, 0.95], [0.06, 0.00, 0.18], [0.37, 0.28, 0.17], [-0.42, 0.45, 0.35], [-0.16, 0.79, -0.27], [0.38, -0.19, -0.04], [-0.56, -0.24, -0.42], [-0.16, -0.45, 0.05], [0.35, -0.51, -0.40], [-1.08, 1.26, 1.10], [1.32, 0.56, 1.29], [1.61, -1.38, -0.08], [0.37, -0.52, -1.60], [-1.32, 0.71, 0.10], [0.60, -0.11, 0.80], [-1.12, 0.00, -1.64], [-0.16, -0.38, 0.52], [0.54, 0.17, 0.05], [0.32, 0.30, -0.66], [-0.41, -0.13, -0.05], [-0.53, -0.30, -0.26], [-0.33, 0.04, 0.37], [0.27, -0.29, 0.09], [0.04, 0.06, -0.04], [0.09, 1.97, -2.73], [-1.95, -0.83, 0.41], [-0.48, 0.11, 0.57], [1.49, -1.31, 3.22], [-0.74, 0.66, -0.52], [1.95, 0.85, 0.43], [0.46, -0.20, 0.06], [0.10, -0.45, -0.15], [-0.58, 0.21, -0.52], [0.11, 0.27, -0.13], [-0.37, -0.24, -0.05], [-0.53, -0.11, 0.00], [0.12, -0.20, -0.05], [0.27, -0.19, -0.21], [-0.04, -0.67, -0.29], [-0.48, 2.14, 2.52], [-0.41, -0.56, -0.74], [2.33, -1.79, 0.10], [-0.39, 0.69, -0.66], [0.72, -0.16, -0.92], [-0.39, 0.07, -0.29], [-0.99, -1.08, 0.26], [0.21, -0.05, 0.13], [-0.45, 0.34, -0.26], [0.08, 0.27, 0.38], [-0.16, 0.00, 0.05], [0.22, 0.01, 0.07], [0.06, 0.12, -0.55], [-0.39, 0.10, -0.17], [0.15, -0.30, 0.02], [0.02, 1.67, -0.57], [1.25, -0.59, 1.86], [0.84, -0.71, -0.58], [-0.25, 1.19, -2.12], [0.49, -1.34, 2.46], [-0.55, 0.38, -0.38], [-0.77, -0.37, 0.18], [-0.34, -0.16, -0.18], [0.38, 0.63, -0.39], [0.21, 0.33, -0.72], [-0.06, 0.01, 0.16], [-0.15, -0.61, -0.32], [-0.35, -0.20, 0.32], [-0.36, -0.15, 0.24], [-0.38, -0.11, 0.11], [2.96, 1.00, -0.72], [0.10, -0.73, 0.40], [-1.24, 0.39, 2.33], [-0.62, -1.47, -0.98], [-0.62, 0.48, -1.06], [0.30, -0.40, 0.07], [-1.07, -0.11, -0.62], [0.09, 0.04, -0.03], [0.25, -0.25, 0.29], [-0.03, -0.09, -0.03], [0.21, -0.05, 0.00], [-0.03, 0.27, 0.26], [-0.14, 0.67, 0.23], [-0.16, -0.13, 0.11], [-0.04, 0.35, -0.38], [1.11, 0.03, -2.93], [0.99, 0.51, 1.48], [-0.66, -2.90, 0.71], [-1.34, 1.90, -1.14], [-0.25, -2.89, 1.69], [0.04, 1.07, -0.75], [-0.78, 0.38, -0.10], [-0.22, 0.11, -0.66], [0.21, 1.10, 0.11], [-0.02, -0.27, -0.06], [-0.34, 0.23, -0.09], [0.00, 0.26, -0.02], [0.31, 0.69, 0.27], [0.55, -0.25, 0.82], [0.40, 0.11, 0.59], [0.94, -2.14, 0.64], [-3.51, -0.58, -1.87], [-0.11, 0.60, 0.46], [3.73, -0.69, -0.71], [-1.56, 2.16, 0.65], [1.01, -0.89, 0.31], [0.80, 0.54, 1.24], [0.39, 0.01, -0.36], [-0.77, 0.43, -0.03], [-0.23, 0.28, 0.32], [-0.62, 0.06, -0.27], [0.16, -0.13, -0.21], [0.11, -0.08, 0.01], [-0.07, 0.23, -0.03], [-0.20, 0.18, -0.27], [-0.99, -1.97, -1.66], [2.37, 1.24, 0.84], [-1.29, -0.32, 0.55], [3.25, 1.61, -3.39], [-1.86, -1.51, 3.02], [-0.08, -0.42, 0.91], [0.38, -0.29, 0.34], [0.35, 0.54, -1.22], [-1.10, 0.76, 0.05], [0.23, 0.35, -0.10], [-0.25, 0.44, 0.31], [0.13, -0.35, 0.41], [-0.58, -0.39, 0.48], [-0.76, 0.41, -0.58], [0.71, -0.22, 0.20], [-0.44, 2.20, -0.01], [-1.05, -1.47, -0.09], [2.92, -1.91, 1.76], [-2.01, 2.62, -1.85], [-0.07, -1.68, 1.48], [0.12, 0.68, -0.34], [0.43, 1.25, -0.75], [-0.21, -0.06, -0.19], [-0.08, -0.28, -0.14], [0.10, 0.33, 0.13], [-0.15, -0.40, 0.03], [-0.20, -0.21, -0.39], [-0.04, -0.94, 0.15], [1.36, -0.96, -0.92], [-1.97, 0.78, 0.19], [1.67, -0.38, 0.10], [-1.93, 0.85, 0.29], [-0.26, -0.04, -0.33], [0.34, 1.08, -0.82], [-0.15, 0.58, 2.00], [-0.79, -1.17, -0.42], [0.97, -1.03, 0.49], [-0.22, 0.51, -0.72], [0.04, -0.20, 0.06], [0.25, -0.25, 0.78], [0.56, 0.30, -0.48], [0.15, -0.10, -0.13]]
}